[1]
Computed, not measured: 2 unconnected molecules or ions with the total composition C14H16 in a non-equilibrium geometry, with ωB97M-V/def2-TZVPD.

Last column: Löwdin charge in e.
Cartesian coordinates (Å):
1 C -2.3000 3.8646 -1.7003  -0.06
2 C -1.9995 2.3900 -1.6636  -0.28
3 C -2.9809 1.4633 -1.3184  -0.06
4 C -2.7973 0.0993 -1.5639  -0.09
5 C -1.5613 -0.3311 -2.0096  -0.11
6 C -0.5572 0.5700 -2.3454  -0.08
7 C -0.7413 1.9067 -2.0364  -0.06
8 H -3.3050 4.0646 -2.0853  0.08
9 H -1.6207 4.3700 -2.3839  0.07
10 H -2.3159 4.3272 -0.7059  0.08
11 H -3.9722 1.8672 -1.1679  0.10
12 H -3.6744 -0.5258 -1.4763  0.10
13 H -1.4049 -1.3997 -2.0598  0.10
14 H 0.3160 0.1118 -2.7909  0.10
15 H 0.0536 2.6278 -2.2131  0.11
16 C 0.7779 -2.2304 3.6507  -0.06
17 C 1.4995 -1.7872 2.3972  -0.28
18 C 2.3529 -0.7101 2.3805  -0.06
19 C 3.2040 -0.4898 1.2837  -0.09
20 C 3.1260 -1.3256 0.1913  -0.11
21 C 2.0691 -2.2304 0.1015  -0.10
22 C 1.3190 -2.5344 1.2154  -0.05
23 H 0.5868 -3.3005 3.5928  0.07
24 H -0.1648 -1.7089 3.8291  0.08
25 H 1.4289 -2.1467 4.5195  0.07
26 H 2.4983 -0.1189 3.2757  0.11
27 H 3.9590 0.2804 1.3812  0.10
28 H 3.8834 -1.2286 -0.5782  0.10
29 H 1.8308 -2.6504 -0.8679  0.10
30 H 0.4900 -3.2239 1.1480  0.11

Computed properties:
- ΔE to the lowest compared entry with this formula, charge and spin (kcal/mol) = 17.0
- SMILES string = Cc1ccccc1.Cc1ccccc1
- LUMO (Eh) = 0.035

[2]
Computed, not measured: a gas-phase ion, C14H16BCl4O4 (charge -1) in a non-equilibrium geometry, with ωB97M-V/def2-TZVPD.

Last column: Löwdin charge in e.
Cartesian coordinates (Å):
1 Cl -3.9250 -2.5478 1.1503  0.43
2 B -3.3313 -0.9106 0.4797  -1.86
3 Cl -4.3734 -0.4854 -1.0303  0.43
4 Cl -3.8285 0.3941 1.8141  0.41
5 O -1.9041 -0.8577 0.3513  -0.15
6 C -1.1986 0.1518 -0.3152  -0.25
7 C -0.6650 -0.4583 -1.6553  -0.13
8 C -0.4871 0.3124 -2.8075  -0.03
9 C 0.1946 -0.1636 -3.9371  -0.10
10 C 0.5862 -1.5037 -3.9967  -0.72
11 Cl 1.4730 -2.1152 -5.3165  0.65
12 C 0.2108 -2.3658 -2.9345  -0.09
13 C -0.4588 -1.8457 -1.8038  0.00
14 H -1.9448 0.9016 -0.6045  0.13
15 H -0.8589 1.3346 -2.8149  0.11
16 H 0.4280 0.4837 -4.7786  0.10
17 H 0.4659 -3.4328 -3.0031  0.10
18 H -0.7764 -2.5467 -1.0120  0.13
19 C 2.7589 -1.2674 3.8716  -0.08
20 C 2.6979 -0.8928 2.4024  -0.20
21 O 1.5019 -0.0760 2.1619  -0.03
22 C 1.1172 -0.0330 0.8599  -0.38
23 C -0.1578 0.8407 0.5986  -0.23
24 C -0.6636 1.3939 1.9287  -0.03
25 C 0.3816 2.0247 -0.2773  -0.37
26 C -0.5063 3.2345 -0.4141  0.00
27 O 1.4538 1.9650 -0.8559  0.10
28 O 1.6993 -0.6288 -0.0211  0.12
29 H 3.6873 -1.8169 4.0700  0.07
30 H 2.7549 -0.3839 4.5313  0.08
31 H 1.9173 -1.9337 4.1419  0.09
32 H 3.5622 -0.2861 2.1133  0.13
33 H 2.6333 -1.7921 1.7821  0.12
34 H -0.2965 0.7772 2.7551  0.09
35 H -0.2506 2.4063 2.0330  0.08
36 H -1.7587 1.4438 1.9540  0.01
37 H -0.9949 3.5439 0.5254  0.08
38 H 0.1423 4.0461 -0.7590  0.09
39 H -1.2860 3.0901 -1.1867  0.09

Computed properties:
- net charge = -1
- LUMO (Eh) = 0.103

[3]
Computed, not measured: 3 unconnected molecules or ions with the total composition C14H16BrO9P in a non-equilibrium geometry, with ωB97M-V/def2-TZVPD.

Last column: Löwdin charge in e.
Cartesian coordinates (Å):
1 C 2.2805 2.3543 -2.2932  -0.07
2 C 1.1518 1.9112 -3.2921  -0.18
3 C -0.1713 2.2822 -2.6709  -0.16
4 C -0.8437 1.4519 -1.8702  -0.29
5 P -0.3812 -0.2738 -1.3725  0.62
6 O 1.2525 -0.4569 -1.4429  -0.37
7 Br -1.1007 -1.5267 -3.1110  0.30
8 C -2.1513 1.9644 -1.3124  -0.41
9 O -2.9704 1.2155 -0.9022  0.10
10 C -2.4077 3.4529 -1.2483  0.02
11 C -1.7512 4.2580 -2.0546  0.02
12 C -0.7447 3.6448 -2.9866  -0.34
13 O -0.3772 4.2271 -3.9535  0.14
14 H 3.1459 1.6860 -2.3254  0.08
15 H 1.8645 2.2842 -1.2772  0.07
16 H 2.5423 3.4043 -2.4544  0.08
17 H 1.3157 2.4733 -4.2193  0.11
18 H 1.2372 0.8515 -3.5420  0.09
19 H 1.6976 -0.0095 -0.7077  0.06
20 H -3.1351 3.8549 -0.5469  0.12
21 H -1.8937 5.3351 -2.0692  0.12
22 O 1.2985 -2.3269 0.8144  0.14
23 C 0.5611 -3.2141 0.5274  -0.57
24 O -0.0043 -4.0624 1.4270  0.06
25 C -0.9919 -4.8293 0.7354  -0.12
26 C -0.5167 -4.7634 -0.6945  -0.12
27 O 0.1720 -3.5142 -0.7377  -0.01
28 H -1.0327 -5.8460 1.1203  0.13
29 H -1.9666 -4.3572 0.8748  0.14
30 H 0.1859 -5.5622 -0.9416  0.14
31 H -1.3355 -4.7784 -1.4108  0.13
32 O 0.8445 2.5396 4.2430  0.16
33 C 0.6948 1.3632 4.3095  -0.56
34 O 0.4784 0.5530 3.2410  0.06
35 C 0.5795 -0.7993 3.6937  -0.13
36 C 0.2758 -0.6768 5.1655  -0.12
37 O 0.7170 0.6482 5.4664  0.06
38 H -0.1270 -1.4374 3.1684  0.13
39 H 1.5910 -1.1604 3.5017  0.13
40 H -0.7926 -0.7509 5.3812  0.13
41 H 0.8089 -1.4097 5.7676  0.13

Computed properties:
- SMILES string = CCC1=C(P(O)Br)C(=O)C=CC1=O.O=C1OCCO1.O=C1OCCO1
- LUMO (Eh) = -0.039